No. 1
Molecular formula: C8H9ClFN3
Method: DFT, ωB97M-V with the def2-TZVPD basis set

Each line ends with the Mulliken charge.
CARTESIAN COORDINATES (ANGSTROEM)
C (1.403, -1.238, -1.725)  0.4471
C (0.450, 0.806, -1.059)  -1.4662
C (-0.356, 0.758, 0.266)  0.9736
C (0.114, 0.973, 1.560)  0.2088
C (-0.684, 0.733, 2.676)  -0.3202
C (-1.932, 0.430, 2.531)  -0.4896
C (-2.486, 0.398, 1.248)  -0.0934
C (-1.761, 0.597, 0.072)  -0.0220
H (2.734, -0.639, -0.048)  0.1758
H (3.210, -1.908, -1.052)  0.3128
H (0.979, -2.566, -3.133)  0.1913
H (-0.354, -0.718, -2.386)  0.3031
H (0.114, 1.732, -1.638)  0.3243
H (1.556, 0.946, -0.725)  0.5107
H (-0.231, 1.124, 3.646)  0.2806
H (-2.612, 0.416, 3.492)  0.2323
H (-3.655, 0.365, 1.213)  0.2265
N (2.616, -1.085, -0.986)  -0.4048
N (1.388, -2.484, -2.166)  -0.7564
N (0.488, -0.205, -2.042)  -0.1273
F (1.481, 1.085, 1.730)  -0.3056
Cl (-2.461, 0.480, -1.475)  -0.2013

## Properties
**E_HOMO**: -8.582 eV
**Structure (SMILES)**: [H]/N=C(/N)NCc1c(F)cccc1Cl
**Electronic energy**: -28150.2888 eV



No. 2
Molecular formula: C8H9ClN2O
Method: DFT, ωB97M-V with the def2-TZVPD basis set

Each line ends with the Mulliken spin population.
CARTESIAN COORDINATES (ANGSTROEM)
C (0.513, -0.371, -2.743)  0.2729
C (-0.386, -0.672, -0.146)  -0.0385
C (-0.593, 0.364, -1.027)  1.1413
C (0.452, -1.714, -0.768)  0.0567
C (-0.985, -0.825, 1.067)  0.4712
C (-0.116, 2.345, 1.085)  0.0524
C (-1.223, -2.125, 1.847)  -0.0168
C (1.085, 3.098, 0.610)  -0.0090
N (-0.041, 0.621, -2.166)  -0.0904
N (0.735, -1.559, -2.124)  0.0181
O (0.812, -2.690, -0.165)  0.0299
Cl (-1.147, 3.420, 1.873)  0.0085
H (0.763, -0.275, -3.735)  0.0212
H (-1.486, 0.039, 1.481)  0.0222
H (-2.145, -2.416, 1.494)  0.0338
H (-1.332, -1.912, 2.844)  0.0116
H (-0.340, -2.751, 1.479)  0.0006
H (0.779, 4.095, 0.370)  0.0107
H (1.792, 3.031, 1.574)  -0.0002
H (1.540, 2.665, -0.322)  0.0036
H (1.321, -2.370, -2.528)  0.0002

## Properties
**<S²>**: 2.110
**Spin multiplicity**: 3
**E_HOMO (spin up / spin down)**: -6.916 / -8.655 eV
**Electronic energy**: -25984.7970 eV



No. 3
Molecular formula: C8H9F13N4OS
Method: DFT, ωB97M-V with the def2-TZVPD basis set

Each line ends with the Mulliken charge.
CARTESIAN COORDINATES (ANGSTROEM)
F (0.966, -0.180, -0.358)  0.0908
C (0.861, 0.595, -1.442)  0.3387
F (1.856, 0.160, -2.300)  -0.3851
C (-0.403, 0.180, -2.118)  -0.6367
C (-0.332, -1.406, -2.202)  -0.7099
N (-1.300, -1.967, -1.267)  -0.1360
C (-0.876, -2.403, -0.065)  0.4185
N (-1.740, -2.907, 0.888)  -0.7811
C (-0.936, -3.169, 1.903)  -0.0642
N (0.355, -2.908, 1.660)  -0.4443
N (0.374, -2.435, 0.419)  0.1025
C (1.194, 2.090, -1.222)  0.5472
F (2.494, 2.238, -0.942)  -0.2808
F (1.041, 2.689, -2.437)  -0.3297
C (0.271, 2.896, -0.247)  0.6368
F (-0.944, 3.008, -0.813)  -0.2555
F (0.776, 4.162, -0.310)  -0.3217
C (0.317, 2.503, 1.270)  0.5850
F (1.418, 1.825, 1.568)  -0.1966
F (0.443, 3.634, 1.980)  -0.2882
S (-1.160, 1.587, 2.002)  1.3246
F (-0.850, 2.249, 3.439)  -0.3301
F (-0.200, 0.368, 2.465)  -0.3187
F (-1.448, 0.767, 0.656)  -0.2482
F (-2.173, 2.759, 1.656)  -0.3000
F (-2.377, 0.795, 2.676)  -0.3046
H (-1.328, 0.570, -1.676)  0.3598
H (-0.410, 0.542, -3.164)  0.5440
H (-0.560, -1.744, -3.224)  0.3597
H (0.672, -1.781, -1.947)  0.4333
H (-2.271, -2.021, -1.529)  0.2386
H (-1.211, -3.573, 2.877)  0.4241
H (1.175, -3.008, 2.245)  0.1906
H (1.364, -2.164, 0.006)  0.5014
O (2.408, -2.254, 0.162)  -1.0030
H (2.534, -1.697, -0.607)  0.2389

## Properties
**E_HOMO**: -8.705 eV
**Electronic energy**: -62607.6752 eV



No. 4
Molecular formula: C8H9FN2
Method: DFT, ωB97M-V with the def2-TZVPD basis set

Each line ends with the Mulliken charge.
CARTESIAN COORDINATES (ANGSTROEM)
C (0.666, 1.566, -0.019)  -0.5716
C (-0.122, 0.456, 0.032)  0.6061
C (0.289, -0.876, -0.083)  -0.3492
C (2.636, -1.020, -0.616)  -0.1359
C (-1.904, -0.670, -0.079)  0.5170
C (2.139, 1.342, -0.199)  -0.6271
C (2.697, 0.098, 0.456)  -0.5782
C (-3.321, -1.204, -0.121)  -1.2584
N (-1.550, 0.527, 0.091)  -0.6474
N (-0.849, -1.582, -0.254)  0.0922
F (3.347, -2.146, -0.240)  -0.1980
H (0.317, 2.518, 0.056)  0.5512
H (2.440, 1.399, -1.236)  0.3434
H (2.580, 2.247, 0.177)  0.4277
H (2.141, -0.042, 1.419)  0.3048
H (3.748, 0.297, 0.618)  0.3785
H (-4.001, -0.721, -0.689)  0.3901
H (-3.709, -1.124, 0.871)  0.2705
H (-3.297, -2.160, -0.605)  0.3401
H (-1.048, -2.519, -0.284)  0.1441

## Properties
**E_HOMO**: -7.699 eV
**Electronic energy**: -14133.5316 eV



No. 5
Molecular formula: C8H9FN4
Method: DFT, ωB97M-V with the def2-TZVPD basis set

Each line ends with the Mulliken charge.
CARTESIAN COORDINATES (ANGSTROEM)
C (-2.482, 0.736, 0.841)  -0.2265
C (-2.077, 0.893, -0.484)  0.5585
C (3.423, -0.623, 0.404)  -0.3622
C (2.464, -0.533, 1.445)  -0.4384
C (3.375, 0.380, -0.612)  -0.3025
C (1.680, 0.621, 1.546)  -0.1797
C (2.393, 1.304, -0.428)  0.3945
C (-2.382, 0.110, -1.688)  -1.0821
N (-1.969, 1.734, 1.575)  -0.6260
N (-1.252, 2.398, 0.706)  0.3382
N (-1.351, 2.013, -0.522)  -0.4962
N (1.656, 1.536, 0.602)  -0.2393
F (2.240, 2.151, -1.505)  -0.3026
H (-3.180, 0.101, 1.404)  0.4285
H (3.966, -1.491, 0.131)  0.3640
H (2.100, -1.220, 2.164)  0.3516
H (4.010, 0.195, -1.496)  0.3591
H (0.867, 0.671, 2.324)  0.3470
H (-0.624, 3.234, 0.931)  0.2775
H (-3.481, -0.027, -1.828)  0.2952
H (-2.133, 0.616, -2.634)  0.3150
H (-1.960, -0.931, -1.512)  0.2264

## Properties
**E_HOMO**: -9.473 eV
**Structure (SMILES)**: Cc1cn[nH]n1.Fc1ccccn1
**Electronic energy**: -17118.1181 eV



No. 6
Molecular formula: C8H9INS
Method: DFT, ωB97M-V with the def2-TZVPD basis set

Each line ends with the Mulliken charge.
CARTESIAN COORDINATES (ANGSTROEM)
C (-1.032, -2.419, -0.641)  -0.1521
C (-1.752, -1.864, 0.423)  -0.8402
C (0.002, -1.685, -1.257)  -0.7523
C (-1.491, -0.623, 0.868)  0.2372
C (0.118, -0.405, -0.791)  0.1847
C (-0.552, 1.564, 0.645)  -0.3563
C (0.873, 2.203, 0.668)  -0.9514
C (2.098, 0.571, -1.140)  -0.5221
N (-0.546, 0.120, 0.279)  0.2758
S (1.872, 2.257, -0.853)  0.0260
I (3.130, -0.787, 0.271)  0.1654
H (-1.117, -3.321, -1.063)  0.5263
H (-2.560, -2.328, 0.885)  0.4479
H (0.526, -2.151, -2.023)  0.4569
H (-2.075, -0.013, 1.719)  0.2327
H (-1.070, 1.629, 1.737)  0.3646
H (-1.171, 2.057, -0.092)  0.2864
H (0.911, 3.172, 1.122)  0.4884
H (1.452, 1.757, 1.449)  0.3921
H (2.385, 0.266, -2.206)  0.4900

## Properties
**E_HOMO**: -12.513 eV
**Charge**: +1
**Electronic energy**: -28857.7459 eV



No. 7
Molecular formula: C8H9N2
Method: DFT, ωB97M-V with the def2-TZVPD basis set

Each line ends with the Mulliken charge.
CARTESIAN COORDINATES (ANGSTROEM)
C (-2.727, -0.830, -0.059)  -0.9518
C (-0.252, -1.543, -0.002)  -0.6882
C (-3.222, 0.396, -0.074)  -0.2680
C (0.479, 1.335, 0.003)  -0.5791
C (-1.245, -0.658, 0.083)  1.0325
C (-0.977, 0.771, 0.092)  0.0564
C (2.723, 0.705, -0.018)  -0.3164
C (1.167, -1.009, -0.041)  -0.4839
N (-2.163, 1.379, -0.014)  -0.0498
N (1.478, 0.455, -0.029)  -0.0012
H (-3.380, -1.658, -0.151)  0.3926
H (-0.512, -2.528, -0.092)  0.5331
H (-4.296, 0.579, -0.150)  0.3940
H (0.535, 2.358, -0.122)  0.3742
H (3.413, -0.030, -0.104)  0.3404
H (2.927, 1.794, -0.037)  0.2417
H (1.483, -1.629, 0.847)  0.3209
H (1.706, -1.228, -1.040)  0.4632
H (-2.148, 2.350, -0.170)  0.1895

## Properties
**E_HOMO (spin up / spin down)**: -11.599 / -11.600 eV
**Structure (SMILES)**: C=[N+]1C=c2[nH]ccc2=CC1
**Charge**: +1
**Electronic energy**: -11412.0371 eV



No. 8
Molecular formula: C8H9N2PS2
Method: DFT, ωB97M-V with the def2-TZVPD basis set

Each line ends with the Mulliken charge.
CARTESIAN COORDINATES (ANGSTROEM)
C (2.154, 0.717, -1.996)  -0.4401
C (0.952, 0.225, -2.304)  -0.7008
C (2.474, 1.053, -0.718)  -0.6014
C (-0.139, 0.051, -1.318)  0.5857
C (1.623, 0.625, 0.301)  -0.4807
C (0.307, 0.202, 0.123)  0.6799
C (-2.037, -1.499, 2.349)  -0.0902
C (-1.716, -0.908, 1.021)  -0.3440
N (-1.135, -1.450, 3.249)  -0.4569
N (-0.415, -0.329, 1.115)  -0.0998
P (0.311, -0.772, 2.787)  -0.0609
S (-3.658, -1.939, 2.664)  -0.4107
S (-1.471, 1.396, -1.822)  -0.1591
H (2.779, 1.190, -2.801)  0.2812
H (0.846, 0.167, -3.384)  0.4282
H (3.457, 1.473, -0.466)  0.3916
H (-0.790, -0.867, -1.324)  0.2242
H (1.882, 0.406, 1.346)  0.3313
H (-1.863, -1.529, 0.185)  0.3701
H (-2.385, -0.110, 0.957)  0.2932
H (-1.027, 1.461, -3.130)  0.1718
H (-0.147, 0.436, 3.167)  0.0875

## Properties
**E_HOMO**: -6.842 eV
**Electronic energy**: -42377.3924 eV



No. 9
Molecular formula: C8H9N3O
Method: DFT, ωB97M-V with the def2-TZVPD basis set

Each line ends with the Mulliken charge.
CARTESIAN COORDINATES (ANGSTROEM)
C (3.344, -0.526, 0.171)  -0.4573
C (2.885, 0.789, 0.042)  -0.1237
C (2.409, -1.542, 0.047)  -0.2944
C (0.781, -0.006, 0.143)  0.3468
C (-2.934, -1.275, 0.048)  -0.0213
C (-1.512, 1.442, 0.797)  -0.8217
C (-1.488, 1.491, -0.684)  -0.8660
C (-1.027, 0.274, 0.062)  0.6781
N (1.614, 1.022, 0.087)  -0.4685
N (1.107, -1.294, -0.029)  -0.5008
N (-1.625, -0.992, -0.055)  -0.0779
O (-3.892, -0.536, 0.187)  -0.5494
H (4.454, -0.604, 0.208)  0.3127
H (3.466, 1.587, -0.145)  0.5586
H (2.618, -2.511, -0.070)  0.5782
H (-2.994, -2.392, 0.021)  0.3225
H (-0.744, 2.148, 1.195)  0.2937
H (-2.556, 1.300, 1.102)  0.2833
H (-2.293, 1.191, -1.314)  0.3036
H (-0.720, 1.960, -1.334)  0.2553
H (-0.892, -1.525, -0.479)  0.2483

## Properties
**E_HOMO**: -8.937 eV
**Structure (SMILES)**: O=CNC1(c2ncccn2)CC1
**Electronic energy**: -14956.9199 eV



No. 10
Molecular formula: C8H9N3O2S2
Method: DFT, ωB97M-V with the def2-TZVPD basis set

Each line ends with the Mulliken charge.
CARTESIAN COORDINATES (ANGSTROEM)
O (1.117, -2.706, 1.692)  -0.7348
C (0.958, -2.894, 0.419)  0.7692
O (-0.163, -3.564, -0.043)  -0.8070
N (1.998, -2.311, -0.484)  -0.8352
C (1.366, -1.050, -0.956)  0.7006
C (2.366, 0.235, -0.841)  -0.8472
C (1.728, 1.294, 0.220)  -0.5237
S (0.544, 2.466, -0.652)  -0.1840
C (-0.920, 1.429, -1.169)  -0.0996
S (-1.315, 1.315, -2.806)  -0.3454
N (-1.691, 0.776, -0.094)  0.1949
C (-2.109, 1.704, 0.945)  -0.1589
C (-2.839, 0.715, 1.876)  -0.3490
N (-2.807, -0.644, 1.370)  -0.6503
C (-2.103, -0.589, 0.123)  0.1100
H (0.493, -0.827, -0.249)  -0.6671
H (0.929, -1.144, -2.024)  0.1382
H (3.390, -0.071, -0.444)  0.5185
H (2.389, 0.774, -1.850)  0.1912
H (2.601, 1.918, 0.656)  0.3126
H (1.166, 0.746, 1.054)  0.3240
H (-1.947, 2.826, 1.010)  0.2991
H (-3.329, 1.017, 2.855)  0.3074
H (-1.822, -1.415, -0.609)  0.3367

## Properties
**E_HOMO**: 1.449 eV
**Structure (SMILES)**: [O-]C([O-])=NCCCSC(=S)n1ccnc1
**Charge**: -2
**Electronic energy**: -38671.0167 eV